Model P:
A structure of composition C3H4S2, computed with ωB97M-V/def2-TZVPD.

- LUMO (eV) = 0.48
- net charge = 0

Last column: Löwdin charge in e.
Element x y z (Å)
1 C 0.51968 -0.92988 1.19456  -0.705
2 C 0.53895 -0.04416 0.05501  -1.066
3 C -0.76843 0.64585 -0.98413  0.022
4 S 1.44792 -1.54841 -0.21204  0.792
5 S 1.34314 0.72064 1.33938  0.808
6 H -0.15706 -1.36472 1.81202  0.039
7 H -0.86595 1.53567 -0.49200  -0.001
8 H -1.70998 0.14540 -0.76896  0.065
9 H -0.34826 0.83960 -1.94383  0.047


Model Q:
A cluster of 2 separate species, C3H4S2 in total, computed with ωB97M-V/def2-TZVPD.

- LUMO (eV) = 0.34
- net charge = 0

Last column: Löwdin charge in e.
Element x y z (Å)
1 C 1.37153 0.40810 -0.00619  -0.118
2 C 0.79570 -0.66046 -0.44938  0.000
3 C -1.36237 -0.32424 -0.07752  -1.010
4 S -1.62773 0.17323 1.51773  0.492
5 S -1.64845 1.35638 -0.10191  0.496
6 H 2.50232 0.53700 -0.11392  0.093
7 H 0.95323 1.18295 0.49714  -0.023
8 H 1.06961 -1.60719 -0.68527  0.015
9 H -2.05384 -1.06578 -0.58068  0.056


Model R:
An isolated molecule of C3H4S2, computed with ωB97M-V/def2-TZVPD.

- LUMO (eV) = 0.09
- net charge = 0

Last column: Löwdin charge in e.
Element x y z (Å)
1 C 0.10754 0.95214 -0.15024  -0.326
2 C 0.92548 -0.04281 0.07673  -0.174
3 C 1.48577 -1.20268 0.39070  0.037
4 S -1.82282 0.89737 0.20422  0.336
5 S -2.44722 -0.82735 -0.30893  0.031
6 H 0.27209 1.76463 -0.74968  0.011
7 H 1.76041 -1.15119 1.44386  0.068
8 H 1.44190 -2.18122 -0.01492  0.056
9 H -1.72316 1.79112 -0.89174  -0.040


Model S:
An isolated molecule of C3H4S2, computed with ωB97M-V/def2-TZVPD.

- SMILES = C#S#S1=CC1
- LUMO (alpha / beta) (eV) = -0.32 / -0.35
- net charge = 0

Last column: Löwdin charge in e.
Element x y z (Å)
1 C 1.50972 1.39754 0.08024  -0.524
2 C -1.31725 -0.58560 -0.55524  -0.312
3 C -0.68853 -0.35234 0.69333  -0.498
4 S 2.44950 0.11261 -0.08995  0.531
5 S 0.39450 -1.50644 -0.06426  0.684
6 H 1.98786 2.38967 0.25697  -0.037
7 H -2.34956 -1.20340 -0.63011  0.119
8 H -1.03592 0.08427 -1.33995  0.039
9 H -0.95032 -0.33630 1.64897  -0.002


Least stable structure: model S